Below is 2 unconnected molecules or ions with the total composition C21H37N2O4 in a non-equilibrium geometry, with properties calculated with ωB97M-V/def2-TZVPD.

Geometry as XYZ:
```
64
Properties=species:S:1:pos:R:3:forces:R:3
C 1.9783 -2.7030 0.1613 0.0 0.2 0.1
C 0.5168 -2.2654 0.0498 0.0 -0.3 -0.8
C 0.4200 -0.7794 -0.2611 -0.1 -0.1 0.7
N -0.9172 -0.3419 -0.8325 0.5 0.5 0.4
C -2.1212 -0.9881 -0.2207 -0.6 -0.2 -0.7
C -3.2762 -0.5077 -1.1120 -0.4 1.1 0.7
C -4.3987 -1.5133 -1.3188 0.4 -0.2 -0.7
C -3.9646 -2.6918 -2.1782 0.7 0.5 2.2
C -3.2774 -3.9092 -1.4035 -1.2 -0.5 -3.0
O -2.6709 -2.8911 -2.4818 -0.2 -0.6 -0.7
C -2.6645 0.1395 -2.3841 0.0 -0.7 0.4
C -1.1322 -0.0657 -2.3260 -0.4 0.0 -0.4
C -0.5785 -1.0263 -3.3728 0.0 -0.3 0.0
C 0.5635 -1.8101 -3.2281 -0.2 0.1 -0.1
C 0.9747 -2.6262 -4.2759 0.0 0.0 0.1
N 0.3648 -2.6906 -5.4519 0.0 0.0 0.0
C -0.6972 -1.9095 -5.6098 -0.1 0.1 0.0
C -1.2078 -1.0849 -4.6165 0.2 0.1 0.1
H 2.0482 -3.6657 0.6631 0.1 0.0 0.0
H 2.5738 -1.9714 0.7111 0.0 -0.1 0.1
H 2.4322 -2.8108 -0.8255 0.0 0.0 0.0
H -0.0528 -2.5317 0.9399 0.1 0.2 0.1
H 0.0616 -2.8207 -0.7764 -0.1 -0.1 0.1
H 0.5008 -0.2249 0.6781 0.1 0.0 0.0
H 1.2133 -0.4130 -0.9087 -0.1 0.0 -0.1
H -0.9760 0.6028 -0.4500 -0.1 0.1 -0.2
H -2.0561 -2.0703 -0.2246 0.3 0.1 0.1
H -2.2419 -0.5826 0.7820 0.2 -0.3 0.1
H -3.7427 0.3184 -0.5664 0.0 0.0 0.0
H -5.2422 -1.0414 -1.8255 0.0 0.2 0.2
H -4.7270 -1.9212 -0.3660 -0.2 0.2 0.0
H -4.6433 -2.9954 -2.9732 -0.3 -0.2 0.2
H -2.4494 -4.6163 -1.4193 0.5 0.6 1.8
H -3.9184 -4.6090 -1.9946 0.5 -0.3 -0.3
H -2.8970 1.2016 -2.4029 -0.1 0.0 -0.2
H -3.1126 -0.3527 -3.2389 0.2 0.2 -0.2
H -0.6662 0.9097 -2.4848 0.2 -0.1 0.0
H 1.1532 -1.8128 -2.3297 0.0 0.0 0.0
H 1.8487 -3.2557 -4.1446 0.0 0.0 0.0
H -1.1811 -1.9340 -6.5801 0.0 0.0 0.0
H -2.0772 -0.4864 -4.8462 0.0 0.0 0.0
C 0.9236 3.3283 0.6644 -0.1 0.1 -0.1
O 0.9255 3.5619 2.0440 0.2 -0.2 0.0
C 0.2473 2.5999 2.8277 -0.2 0.2 0.0
C 1.0838 2.0385 3.9560 0.0 0.0 0.2
O 2.1978 1.2635 3.5569 -0.1 -0.2 -0.1
C 3.3141 1.8905 2.9437 0.1 0.0 -0.1
C 4.1166 2.8200 3.8270 0.2 0.1 0.0
O 3.3905 3.9769 4.1840 -0.2 -0.2 0.0
C 3.4271 4.3248 5.5535 0.1 0.1 0.0
H 0.0532 3.7871 0.1780 0.0 -0.1 0.0
H 1.8236 3.7633 0.2302 0.0 0.1 0.0
H 0.9360 2.2506 0.4408 0.0 0.0 0.0
H -0.1050 1.7679 2.1995 0.0 0.0 0.0
H -0.6337 3.0798 3.2712 -0.1 -0.1 0.0
H 0.4385 1.3376 4.4930 0.0 0.0 0.0
H 1.3593 2.8215 4.6633 0.1 0.1 -0.2
H 3.0360 2.3918 2.0133 -0.1 0.1 0.1
H 3.9788 1.0647 2.6772 0.0 0.0 0.0
H 5.0040 3.1225 3.2558 0.1 -0.1 0.1
H 4.4587 2.2783 4.7149 -0.1 0.0 0.0
H 3.4891 3.4393 6.1930 0.0 0.0 0.0
H 2.5040 4.8554 5.7858 0.0 0.0 0.0
H 4.2715 4.9845 5.7723 0.0 0.0 0.0
```
Positions in Å, forces in eV/Å.

Total charge: +1
Energy: -33534.5212 eV
Maximum force: 0.0639 hartree/bohr
ΔE to the lowest compared entry with this formula, charge and spin: 0.00 kJ/mol
E_LUMO: -0.1046 Ha

Below is 7 unconnected molecules or ions with the total composition C21H37O24S7 in a non-equilibrium geometry, with properties calculated with ωB97M-V/def2-TZVPD.

Geometry as XYZ:
```
89
Properties=species:S:1:pos:R:3:forces:R:3
C -6.6854 7.8365 0.6673 0.7 -0.1 -0.4
S -7.6155 6.9509 -0.5917 -1.1 0.1 -0.1
C -7.5069 5.1946 -0.1634 0.6 -0.2 0.5
C -6.1774 4.7820 0.4196 0.2 -0.2 0.1
C -4.9688 5.2797 -0.0590 -0.3 -0.1 0.1
C -3.7720 4.9019 0.5247 -0.3 0.0 0.1
C -3.7657 4.0054 1.5884 -0.2 0.4 -0.5
C -4.9625 3.4766 2.0597 0.0 -0.2 0.0
C -4.9769 2.5059 3.2082 0.0 0.2 -0.1
C -6.1681 3.8700 1.4744 0.4 0.3 -0.1
H -5.6872 8.0199 0.2880 0.1 0.1 0.0
H -6.5763 7.1802 1.5219 -0.2 -0.1 0.2
H -7.1939 8.7624 0.8914 -0.2 0.1 0.0
H -6.8693 7.0377 -1.7051 0.4 -0.1 0.2
H -8.2773 5.0715 0.5922 -0.2 0.1 0.0
H -7.8119 4.6136 -1.0287 0.0 0.2 -0.3
H -4.9691 5.9783 -0.8836 0.2 0.1 -0.1
H -2.8720 5.3519 0.1476 0.2 -0.1 0.0
H -2.8148 3.7482 2.0247 0.1 -0.2 0.2
H -4.0155 2.0149 3.3019 0.1 -0.1 0.1
H -5.1920 3.0348 4.1338 0.0 0.0 0.2
H -5.7455 1.7519 3.0756 -0.1 -0.1 0.0
H -7.0842 3.4489 1.8628 -0.2 0.0 0.0
C 1.8631 6.1064 0.1171 0.3 -0.2 0.3
C 0.9955 4.8772 -0.0269 0.0 0.0 -0.4
O -0.2192 5.2214 0.6849 0.1 0.3 0.1
S -0.4966 6.7873 0.5230 0.5 -0.2 -0.1
O -1.4385 6.9828 -0.5286 -0.1 0.2 0.0
O -0.7292 7.3378 1.8086 -0.3 0.0 0.0
O 0.9383 7.2071 -0.0011 -0.2 0.0 -0.1
H 2.3374 6.1556 1.0980 0.0 0.0 0.0
H 2.6188 6.1754 -0.6581 -0.1 0.1 -0.1
H 1.4524 4.0019 0.4164 -0.2 0.0 0.2
H 0.7447 4.6836 -1.0704 0.0 0.0 0.0
C 2.5176 0.1609 -1.0220 -0.2 -0.4 -0.3
C 3.9790 0.2798 -1.3648 0.3 -0.1 0.5
O 4.0750 1.5172 -2.0987 -0.3 0.1 -0.1
S 3.0103 2.5486 -1.5360 0.2 -0.6 0.0
O 3.6411 3.4232 -0.6053 -0.2 0.3 0.0
O 2.2624 3.0742 -2.6220 0.0 0.3 0.0
O 2.1076 1.5182 -0.7119 0.4 0.1 0.0
H 1.9372 -0.1894 -1.8753 0.0 0.0 0.0
H 2.3432 -0.4942 -0.1753 -0.1 0.2 0.1
H 4.3259 -0.5508 -1.9663 0.0 0.2 -0.2
H 4.5981 0.3651 -0.4692 0.0 0.0 0.0
C 5.4100 -4.6794 -2.2873 -0.2 -0.2 0.3
C 4.6802 -5.4592 -3.3610 0.3 0.0 -0.2
O 3.5596 -4.6162 -3.7065 -0.1 0.1 0.3
S 3.9814 -3.0884 -3.5760 0.2 -0.6 0.1
O 4.3393 -2.5786 -4.8483 -0.1 0.3 0.0
O 3.0178 -2.4305 -2.7594 -0.1 0.2 -0.1
O 5.3114 -3.3073 -2.7234 0.0 0.0 -0.2
H 4.9020 -4.7715 -1.3245 0.0 0.0 0.0
H 6.4550 -4.9658 -2.1774 -0.3 0.3 -0.1
H 4.3184 -6.4212 -3.0100 -0.2 0.1 0.0
H 5.2936 -5.5983 -4.2479 0.1 0.0 0.0
C -6.7031 -4.0022 3.8007 0.0 0.1 0.3
C -5.4357 -3.2175 3.5289 -0.1 0.1 -0.3
O -4.3845 -4.1669 3.7346 -0.1 0.0 0.2
S -4.8814 -5.6318 3.2886 -0.2 0.2 0.0
O -4.4327 -5.8817 1.9682 0.0 -0.1 -0.1
O -4.6273 -6.5276 4.3515 0.1 -0.1 0.0
O -6.4458 -5.2901 3.2328 0.2 0.1 -0.2
H -6.8829 -4.1188 4.8710 0.0 0.0 0.0
H -7.5781 -3.5649 3.3277 0.0 -0.1 -0.1
H -5.3057 -2.3770 4.2059 0.1 -0.1 0.1
H -5.3972 -2.8689 2.4929 0.0 0.0 0.0
C -1.6064 -1.0286 1.9756 -0.1 0.0 -0.3
C -1.7556 -2.5143 2.2356 -0.2 0.0 0.3
O -0.4345 -3.0310 2.0419 0.1 0.2 -0.2
S 0.6471 -1.9532 2.5112 -0.3 -0.2 0.0
O 1.0654 -2.2399 3.8317 0.1 0.1 0.1
O 1.5830 -1.7867 1.4583 0.1 0.0 0.0
O -0.3411 -0.6893 2.5569 0.0 -0.2 0.1
H -1.5693 -0.8093 0.9061 0.0 0.0 0.0
H -2.3922 -0.4397 2.4422 0.1 0.1 0.1
H -2.4439 -2.9989 1.5484 0.2 -0.1 -0.1
H -2.0609 -2.7201 3.2635 0.0 0.0 0.0
C 11.0122 -6.6532 -3.7809 0.2 -0.1 0.3
C 10.2827 -7.9646 -3.9884 0.1 0.0 -0.4
O 9.0359 -7.7797 -3.2950 0.1 0.1 0.2
S 8.5845 -6.2553 -3.3992 0.8 -0.3 -0.1
O 7.6469 -6.1141 -4.4535 -0.2 0.2 0.1
O 8.3074 -5.7871 -2.0869 -0.1 -0.1 0.0
O 9.9793 -5.6576 -3.8801 -0.1 -0.1 -0.2
H 11.4592 -6.5913 -2.7876 0.0 0.0 0.0
H 11.7698 -6.4679 -4.5364 -0.1 0.1 -0.1
H 10.8112 -8.8148 -3.5686 -0.1 0.0 0.2
H 10.0695 -8.1469 -5.0430 0.0 0.0 0.0
```
Positions in Å, forces in eV/Å.

Total charge: +1
Energy: -147351.5799 eV
Maximum force: 0.0208 hartree/bohr
ΔE to the lowest compared entry with this formula, charge and spin: 0.00 kJ/mol
E_LUMO: -0.1106 Ha

Below is a molecular structure, C21H38BrInNO7 in a non-equilibrium geometry, with properties calculated with ωB97M-V/def2-TZVPD.

Geometry as XYZ:
```
69
Properties=species:S:1:pos:R:3:forces:R:3
C -3.0201 2.6549 2.0505 1.1 0.4 0.3
C -1.7003 1.6748 2.1008 -0.7 -1.9 0.4
C -2.1979 0.2919 2.8989 -0.7 0.2 -1.3
C -1.1873 1.1581 0.6160 0.8 -0.3 0.9
C -0.1607 2.1919 -0.1388 -0.4 -0.7 -0.5
C -0.5583 3.7782 -0.0101 0.6 -0.3 0.6
C -0.0463 1.7121 -1.7277 0.4 0.9 -0.5
O 1.3332 1.2858 -2.0938 -2.4 -0.3 1.0
In 1.6210 -0.7528 -1.5942 0.4 -0.1 0.0
Br -0.7545 -1.9258 -1.2303 0.7 0.2 -0.2
C 2.6608 -1.9342 -3.2569 0.0 -0.8 0.5
O 1.5716 -2.2757 -4.2312 3.6 -3.3 1.7
O 0.9717 -1.1474 -4.5634 -0.5 4.5 -1.7
C 2.7916 -0.9054 0.3964 0.4 0.7 0.8
C 3.2640 0.4918 1.0076 1.5 -2.6 3.1
C 4.0509 0.5176 2.4356 -1.7 -4.7 -2.6
C 4.2612 -1.0001 2.9937 -1.6 1.2 -3.1
C 3.7099 -2.2381 2.1338 0.2 0.8 0.4
N 2.9520 -2.3084 0.8523 3.0 6.4 4.2
H -2.6824 3.7022 2.5113 -1.1 -2.1 -1.0
H -3.2982 2.8189 0.9254 0.2 -0.3 2.3
H -3.9063 2.1786 2.6894 1.9 1.2 -1.5
H -0.8158 2.1000 2.7503 -1.7 -0.5 -1.5
H -3.1135 -0.1086 2.2457 1.9 0.7 1.4
H -2.6101 0.5173 3.9707 1.0 -0.5 -2.0
H -1.3835 -0.5512 2.8556 -1.5 1.7 0.4
H -0.5583 0.1661 0.8282 -1.4 2.1 -0.6
H -2.0868 0.7981 -0.0790 1.8 1.1 1.6
H 0.9102 2.0475 0.3396 -2.2 0.3 -1.0
H -0.1752 4.1365 1.0604 -0.8 -0.5 -2.3
H 0.0334 4.3656 -0.8578 -1.4 -1.1 1.9
H -1.7173 3.9869 -0.0318 2.4 -0.4 -0.3
H -0.8590 0.9029 -2.0225 1.6 1.5 0.9
H -0.3017 2.6680 -2.3773 0.5 -1.8 1.1
H 3.5314 -1.3474 -3.7834 -1.5 -1.2 0.6
H 3.0282 -2.9574 -2.8008 -0.6 2.0 -1.2
H 1.7026 -0.5778 -4.9804 -1.4 -0.8 0.7
H 3.0455 1.4959 0.4368 0.4 -2.4 1.1
H 4.4397 1.4635 3.0043 -0.9 -2.0 -1.3
H 4.8151 -1.1815 4.0180 -1.3 0.2 -2.4
H 3.9442 -3.3148 2.5996 -0.6 2.6 -1.0
O -2.8662 1.4978 6.5535 2.1 -0.7 0.2
C -1.6742 1.2996 6.7698 -1.6 0.0 -0.2
O -1.0633 0.1964 6.2813 -0.4 0.2 -0.3
C 0.3605 -0.0179 6.2896 0.1 -0.1 0.1
C 0.8032 -0.6527 7.5928 -0.1 0.0 0.2
C -0.8928 2.2206 7.6602 0.2 0.7 -0.2
H 0.9015 0.9060 6.0660 -0.1 0.0 0.1
H 0.5732 -0.7067 5.4648 -0.3 0.2 0.1
H 0.6012 0.0000 8.4462 0.1 0.0 -0.1
H 1.8745 -0.8719 7.5696 -0.1 0.0 0.0
H 0.2562 -1.5843 7.7699 0.1 0.1 -0.1
H -0.9916 1.8913 8.6971 0.1 0.0 -0.1
H -1.3091 3.2294 7.5641 -0.1 -0.3 0.1
H 0.1586 2.3001 7.3906 0.0 -0.2 0.2
O -3.9570 -1.9225 -8.7869 1.8 -0.3 0.8
C -2.8578 -2.2945 -8.3863 -1.1 0.8 -0.5
O -2.0796 -1.4665 -7.6530 -0.8 -0.1 -0.2
C -0.8864 -1.8731 -6.9572 0.3 0.1 0.1
C 0.3221 -1.7982 -7.8687 0.1 0.0 -0.2
C -2.3106 -3.6344 -8.7819 -0.2 -0.7 0.3
H -1.0101 -2.8599 -6.5020 0.0 0.1 -0.1
H -0.7562 -1.1666 -6.1302 -0.3 -0.2 -0.3
H 0.2297 -2.4840 -8.7151 0.0 0.0 0.1
H 1.2346 -2.0464 -7.3192 -0.2 0.0 0.0
H 0.4247 -0.7914 -8.2864 0.0 -0.1 0.1
H -1.7771 -3.5415 -9.7306 0.0 0.0 0.1
H -3.1503 -4.3263 -8.9100 0.1 0.3 -0.2
H -1.6628 -4.0806 -8.0297 0.2 0.1 -0.1
```
Positions in Å, forces in eV/Å.

Total charge: -1
Energy: -113422.4605 eV
Maximum force: 0.1601 hartree/bohr
E_LUMO: 0.0800 Ha